ORCA calculation (ωB97M-V/def2-TZVPD) on a cluster of 3 separate species, C25H53N10O4P2S in total at a distorted geometry.

Gap between HOMO and LUMO (eV): 5.43
Total energy (hartree): -2913.28510
F_max (eV/Å): 7.2
Total charge: +1

The geometry in XYZ format:
```
95
Properties=species:S:1:pos:R:3:lowdin_charge:R:1
C 1.66 5.66 3.89 -0.187
N 1.28 5.46 2.66 0.049
N 1.98 4.37 2.26 0.008
C 2.76 3.94 3.20 -0.679
S 3.83 2.57 3.09 1.007
C 3.21 1.33 4.29 -0.432
C 2.48 0.14 3.58 -0.250
C 0.94 0.20 3.77 -0.164
C 0.48 1.66 3.43 -0.145
C -0.92 1.73 2.92 -0.099
C -1.26 2.15 1.60 -0.033
N -2.43 2.27 1.05 0.143
N -3.44 1.92 1.83 0.106
C -3.26 1.53 3.08 -0.187
C -4.52 1.18 3.86 -0.029
C -5.39 2.51 3.96 -0.297
C -6.06 2.74 5.32 -0.038
O -6.76 2.33 4.11 -0.028
C -2.03 1.42 3.73 0.103
O 2.55 4.77 4.28 0.043
H 1.22 6.48 4.45 0.139
H 2.60 1.78 5.07 0.083
H 4.11 0.96 4.80 0.076
H 2.66 0.27 2.51 0.089
H 2.89 -0.82 3.91 0.110
H 0.74 -0.07 4.81 0.121
H 0.47 -0.55 3.12 0.091
H 1.13 2.00 2.62 0.089
H 0.61 2.27 4.33 0.133
H -0.42 2.42 0.96 0.130
H -4.38 1.98 1.43 0.195
H -5.15 0.46 3.34 0.141
H -4.29 0.91 4.89 0.115
H -5.01 3.40 3.43 0.144
H -6.08 3.81 5.52 0.118
H -5.77 1.94 5.98 0.112
H -1.92 1.13 4.76 0.148
O 1.69 -2.52 1.95 -0.300
P 1.57 -3.07 0.54 0.725
N 0.08 -3.91 0.77 -0.344
C -0.20 -5.31 0.95 -0.127
C -1.10 -3.07 0.89 -0.137
N 3.03 -4.00 0.61 -0.302
C 3.12 -5.45 0.53 -0.127
C 4.02 -3.54 1.58 -0.148
N 1.47 -3.30 -1.15 -0.306
C 0.81 -4.35 -1.90 -0.098
C 2.56 -2.65 -1.90 -0.124
H -0.97 -5.65 0.24 0.084
H -0.56 -5.52 1.96 0.086
H 0.66 -5.95 0.78 0.050
H -1.43 -2.71 -0.09 0.071
H -0.90 -2.20 1.53 0.050
H -1.93 -3.62 1.34 0.080
H 2.63 -5.95 1.37 0.080
H 4.17 -5.76 0.55 0.083
H 2.74 -5.84 -0.41 0.068
H 3.79 -3.89 2.60 0.084
H 4.09 -2.46 1.60 0.062
H 5.02 -3.91 1.32 0.081
H 1.08 -5.36 -1.58 0.067
H 1.06 -4.28 -2.96 0.092
H -0.27 -4.25 -1.84 0.081
H 3.44 -3.30 -1.98 0.082
H 2.86 -1.72 -1.41 0.072
H 2.23 -2.38 -2.91 0.061
O 1.14 -0.37 -4.12 -0.291
P 0.49 0.96 -4.42 0.729
N -0.60 0.97 -3.08 -0.338
C -2.02 0.71 -3.01 -0.134
C 0.00 1.19 -1.78 -0.138
N -0.15 0.49 -5.96 -0.306
C -1.55 0.40 -6.31 -0.131
C 0.55 -0.62 -6.61 -0.146
N 0.13 2.61 -4.75 -0.316
C -1.07 3.36 -4.46 -0.107
C 0.92 3.18 -5.85 -0.127
H -2.53 1.53 -2.49 0.075
H -2.23 -0.22 -2.46 0.080
H -2.49 0.63 -3.98 0.050
H 0.24 2.25 -1.62 0.076
H 0.93 0.62 -1.67 0.067
H -0.66 0.86 -0.97 0.055
H -2.08 -0.36 -5.73 0.079
H -1.66 0.13 -7.36 0.083
H -2.07 1.36 -6.23 0.066
H 0.23 -1.59 -6.22 0.083
H 1.63 -0.54 -6.49 0.069
H 0.36 -0.61 -7.69 0.081
H -1.99 2.88 -4.82 0.065
H -1.03 4.34 -4.93 0.089
H -1.18 3.55 -3.39 0.079
H 0.44 3.00 -6.82 0.082
H 1.92 2.74 -5.87 0.076
H 1.05 4.26 -5.73 0.080
```